Arrangement w

The following is a DFT calculation (wB97M-V/def2-TZVPD) of 2 unconnected molecules or ions with the total composition C4H7FS.

Geometry as XYZ:
```
13
Properties=species:S:1:pos:R:3
C -0.0935 0.0011 -1.4617
C 1.2482 -0.0887 -0.8364
C -0.5326 0.5619 1.6598
C -0.8448 -0.5796 1.0738
H -0.7609 0.7906 -1.1296
H -0.5891 -0.9237 -1.7454
H 1.5054 0.6403 -0.0717
H 1.6794 -1.0766 -0.6886
H 0.2743 1.2265 1.3647
H -0.2702 -0.9190 0.2211
H -1.6690 -1.1899 1.4281
F -1.2080 1.0332 2.7210
S 1.2608 0.5237 -2.5350
```

Properties
- E_LUMO (eV) = 0.957
- charge = 0
- HOMO-LUMO gap (eV) = 9.9

---

Arrangement x

The following is a DFT calculation (wB97M-V/def2-TZVPD) of C4H7FS in the gas phase.

Geometry as XYZ:
```
13
Properties=species:S:1:pos:R:3
C -2.7417 0.0220 0.1519
C -0.0190 0.0015 -0.2851
C 1.2794 -0.3969 -0.2527
C 2.5825 0.2492 0.0609
H -2.6339 0.8965 0.9748
H -3.2673 0.5460 -0.8144
H -3.4932 -0.7845 0.6416
H -0.4347 1.0860 -0.5821
H 2.9375 -0.3302 1.0138
H 2.3828 1.4019 0.0238
H 3.2557 0.0057 -0.7910
F 1.4964 -1.6457 0.0588
S -1.3445 -1.0515 -0.2002
```

Properties
- E_LUMO (eV) = 0.922
- charge = 0
- HOMO-LUMO gap (eV) = 8.8

---

It is arrangement w that is the most stable of them.

---

Arrangement w

The following is a DFT calculation (wB97M-V/def2-TZVPD) of a molecular structure, C43H47N4O3SZr.

Geometry as XYZ:
```
99
Properties=species:S:1:pos:R:3
Zr 0.2578 1.1683 -0.1216
O 0.1524 1.3297 1.8094
C 0.9110 1.3247 2.9970
C 1.9692 2.4020 2.7210
C 2.8954 2.1589 1.5502
C 4.2561 2.1859 1.8031
C 5.1645 2.0392 0.7775
C 4.6928 1.9218 -0.5116
C 3.3276 1.9375 -0.7432
C 2.8849 1.8684 -2.1865
C 2.1889 0.5475 -2.5407
O 0.9706 0.6239 -1.8661
C 3.0004 -0.6225 -1.9750
C 2.7347 -1.1633 -0.7233
C 3.5318 -2.1555 -0.1701
C 4.6244 -2.6328 -0.8806
C 4.9019 -2.1099 -2.1357
C 4.0959 -1.1174 -2.6755
C 1.9186 0.3661 -4.0238
C 1.2257 -0.7853 -4.4037
C 0.9062 -1.0108 -5.7287
C 1.2768 -0.0836 -6.7002
C 1.9620 1.0583 -6.3319
C 2.2819 1.2841 -4.9937
N 2.4257 2.0020 0.2761
C 0.0228 1.7488 4.1591
C -1.0181 2.6441 3.9281
C -1.8202 3.0757 4.9730
C -1.5879 2.6203 6.2640
C -0.5514 1.7313 6.5008
C 0.2488 1.2956 5.4527
C 1.4894 -0.0694 3.1969
C 2.7860 -0.2703 3.6562
C 3.2830 -1.5548 3.8479
C 2.4823 -2.6532 3.5800
C 1.1824 -2.4610 3.1271
C 0.6875 -1.1794 2.9437
H 2.5823 2.5869 3.6032
H 1.4182 3.3279 2.5338
H 4.5928 2.3248 2.8207
H 6.2277 2.0333 0.9787
H 5.3662 1.8298 -1.3508
H 3.7768 2.0139 -2.7960
H 2.1987 2.6914 -2.4056
H 1.8983 -0.8423 -0.0991
H 3.2899 -2.5456 0.8104
H 5.2498 -3.4102 -0.4623
H 5.7450 -2.4817 -2.7027
H 4.3156 -0.7284 -3.6633
H 0.9531 -1.5128 -3.6467
H 0.3800 -1.9131 -6.0125
H 1.0334 -0.2598 -7.7395
H 2.2531 1.7827 -7.0807
H 2.8113 2.1907 -4.7323
H -1.2079 2.9988 2.9226
H -2.6268 3.7714 4.7814
H -2.2137 2.9569 7.0797
H -0.3657 1.3678 7.5027
H 1.0443 0.5889 5.6530
H 3.4234 0.5726 3.8856
H 4.2941 -1.6888 4.2091
H 2.8641 -3.6545 3.7304
H 0.5498 -3.3161 2.9266
H -0.3309 -1.0375 2.6040
C -3.7853 -3.4659 -2.5596
C -4.5954 -2.6015 -3.5221
C -4.9168 -1.1966 -3.0118
C -3.7828 -0.1854 -3.1327
N -2.6187 -0.4735 -2.2998
C -2.5514 -0.3552 -0.9781
S -1.1642 -1.0744 -0.1882
N -3.5156 0.2546 -0.3136
C -3.5054 0.6200 1.1101
C -4.7718 0.1721 1.8273
C -4.7439 -1.2730 2.3163
C -4.6899 -2.3107 1.2017
H -3.7511 -4.5005 -2.8998
H -4.2329 -3.4636 -1.5633
H -2.7521 -3.1338 -2.4498
H -5.5395 -3.1080 -3.7310
H -4.0869 -2.5266 -4.4890
H -5.2511 -1.2528 -1.9699
H -5.7556 -0.7814 -3.5758
H -4.1329 0.8270 -2.9061
H -3.4092 -0.1357 -4.1559
H -1.8571 -1.0022 -2.6949
H -4.2348 0.6968 -0.8690
H -3.3766 1.7033 1.1648
H -2.6164 0.1707 1.5497
H -5.6328 0.3230 1.1656
H -4.9272 0.8456 2.6724
H -5.6302 -1.4473 2.9296
H -3.8856 -1.4005 2.9831
H -5.4987 -2.1525 0.4827
H -4.7966 -3.3217 1.5945
H -3.7437 -2.2782 0.6579
O 0.1843 4.5267 -0.9627
C -0.5153 3.5928 -0.8536
N -1.2014 2.5961 -0.7317
```

Properties
- E_LUMO (eV) = -3.021
- charge = +1
- HOMO-LUMO gap (eV) = 8.3

---

Arrangement x

The following is a DFT calculation (wB97M-V/def2-TZVPD) of a molecular structure, C43H47N4O3SZr.

Geometry as XYZ:
```
99
Properties=species:S:1:pos:R:3
Zr -0.0504 -0.2335 -0.5544
O -1.5343 0.2735 -1.7515
C -2.6218 -0.5919 -1.9974
C -3.5597 -0.4576 -0.7832
C -3.0738 -1.0647 0.5115
C -3.9762 -1.7854 1.2799
C -3.5648 -2.3776 2.4579
C -2.2473 -2.2363 2.8515
C -1.3845 -1.4982 2.0627
C 0.0542 -1.3438 2.4594
C 1.0026 -2.1913 1.5684
O 0.7389 -1.8605 0.2191
C 0.7040 -3.6676 1.8047
C -0.0383 -4.3862 0.8790
C -0.3762 -5.7101 1.1282
C 0.0211 -6.3232 2.3060
C 0.7662 -5.6071 3.2346
C 1.1068 -4.2870 2.9845
C 2.4624 -1.8476 1.8571
C 3.4041 -2.1011 0.8613
C 4.7387 -1.7889 1.0568
C 5.1570 -1.2227 2.2554
C 4.2296 -0.9759 3.2538
C 2.8876 -1.2834 3.0546
N -1.7921 -0.9149 0.9115
C -3.3557 -0.1599 -3.2645
C -2.9084 0.9306 -3.9969
C -3.5743 1.3186 -5.1533
C -4.6897 0.6205 -5.5857
C -5.1371 -0.4753 -4.8592
C -4.4722 -0.8634 -3.7078
C -2.0547 -2.0045 -2.1766
C -2.7644 -3.1483 -1.8179
C -2.2312 -4.4077 -2.0407
C -0.9712 -4.5489 -2.6100
C -0.2526 -3.4203 -2.9647
C -0.7954 -2.1558 -2.7604
H -4.5366 -0.8838 -1.0072
H -3.7135 0.6170 -0.6525
H -4.9976 -1.8847 0.9389
H -4.2605 -2.9501 3.0570
H -1.8765 -2.6980 3.7558
H 0.1624 -1.6425 3.5004
H 0.3568 -0.2941 2.3935
H -0.3446 -3.9073 -0.0404
H -0.9505 -6.2634 0.3953
H -0.2391 -7.3556 2.4989
H 1.0911 -6.0818 4.1512
H 1.7059 -3.7431 3.7062
H 3.0783 -2.5358 -0.0744
H 5.4573 -1.9914 0.2732
H 6.2012 -0.9850 2.4106
H 4.5453 -0.5450 4.1955
H 2.1860 -1.0721 3.8514
H -2.0342 1.4728 -3.6640
H -3.2151 2.1689 -5.7183
H -5.2067 0.9229 -6.4865
H -6.0028 -1.0318 -5.1934
H -4.8230 -1.7333 -3.1644
H -3.7449 -3.0638 -1.3665
H -2.8003 -5.2856 -1.7625
H -0.5561 -5.5340 -2.7757
H 0.7244 -3.5152 -3.4198
H -0.2611 -1.2875 -3.1357
C 5.1052 4.1260 2.2851
C 3.6449 4.0302 2.7143
C 3.0659 2.6207 2.6133
C 3.1041 2.0327 1.2094
N 2.4238 2.8743 0.2166
C 1.1287 2.8705 -0.0660
S 0.0067 1.9371 0.8903
N 0.6906 3.6028 -1.0785
C -0.7042 3.7468 -1.5145
C -1.5124 4.7507 -0.7027
C -1.0499 6.2055 -0.7894
C 0.2010 6.5403 0.0213
H 5.5022 5.1239 2.4678
H 5.2402 3.9177 1.2209
H 5.7231 3.4154 2.8378
H 3.0365 4.7206 2.1215
H 3.5490 4.3657 3.7485
H 2.0344 2.6153 2.9735
H 3.6298 1.9402 3.2571
H 2.6662 1.0349 1.1879
H 4.1306 1.9292 0.8599
H 3.0171 3.4501 -0.3636
H 1.3826 4.0890 -1.6306
H -1.1750 2.7639 -1.4856
H -0.6551 4.0543 -2.5600
H -1.5381 4.4285 0.3422
H -2.5391 4.6794 -1.0713
H -1.8663 6.8346 -0.4299
H -0.9025 6.4811 -1.8386
H 0.1027 6.1873 1.0505
H 0.3604 7.6177 0.0550
H 1.1071 6.0978 -0.3953
O 1.9798 2.0769 -3.4358
C 1.7590 1.2730 -2.6112
N 1.5587 0.4670 -1.7405
```

Properties
- E_LUMO (eV) = -2.943
- charge = +1
- HOMO-LUMO gap (eV) = 8.3

---

It is arrangement x that is the most stable of them.

---

Arrangement w

The following is a DFT calculation (wB97M-V/def2-TZVPD) of C7H11NO2 in the gas phase.

Geometry as XYZ:
```
21
Properties=species:S:1:pos:R:3
C -0.1042 -0.8834 2.1161
C -1.1597 -0.9127 0.8863
C -2.2665 0.3304 1.2814
C -0.8041 -0.2645 -0.5270
C 0.7947 1.0874 -0.6638
C 1.6107 2.3003 -0.3376
C 0.4526 -0.9098 -1.1355
H 0.1336 0.0660 2.8660
H 0.8637 -1.2882 1.6358
H -0.3455 -1.6003 2.8736
H -1.5678 -1.8253 0.8761
H -2.9969 0.4882 0.5593
H -2.5322 -0.1665 2.1737
H -1.7016 1.3449 1.2950
H -1.8274 -0.1991 -1.1152
H 2.3970 1.7812 0.4542
H 0.9507 2.8952 0.4399
H 2.3799 2.8101 -1.1444
N -0.3424 1.0945 -0.1728
O 1.2847 0.1117 -1.2826
O 0.6532 -2.1685 -1.1455
```

Properties
- E_LUMO (eV) = 0.704
- charge = 0
- HOMO-LUMO gap (eV) = 10.7

---

Arrangement x

The following is a DFT calculation (wB97M-V/def2-TZVPD) of C7H11NO2 in the gas phase.

Geometry as XYZ:
```
21
Properties=species:S:1:pos:R:3
C -1.7907 -0.5645 -0.2752
C 0.0528 -1.3957 2.1036
C 1.1627 1.7792 -1.0223
C 1.6250 -1.1090 0.2452
C -0.4752 0.1372 0.0675
C 0.4750 -0.8287 0.7713
C 0.2327 0.6143 -1.1994
O -0.6929 1.2125 0.9674
N -0.0060 -0.0001 -2.2702
O 2.6604 -1.3744 -0.2234
H -1.4288 1.7394 0.6381
H 0.5160 0.3289 -3.0802
H -1.5885 -1.4270 -0.9007
H -2.4346 0.1154 -0.8300
H -2.2961 -0.8735 0.6358
H -0.3585 -0.5928 2.7111
H -0.7056 -2.1665 1.9704
H 0.9053 -1.8316 2.6168
H 1.6687 1.7181 -0.0622
H 1.8933 1.8152 -1.8282
H 0.5848 2.7039 -1.0354
```

Properties
- E_LUMO (eV) = 0.693
- charge = 0
- HOMO-LUMO gap (eV) = 9.4

---

It is arrangement x that is the most stable of them.

---

Arrangement w

The following is a DFT calculation (wB97M-V/def2-TZVPD) of C2H7N in the gas phase.

Geometry as XYZ:
```
10
Properties=species:S:1:pos:R:3
C -1.3070 -0.1418 0.0469
C 1.2759 -0.2319 -0.0266
H -1.3529 -0.7345 0.9336
H -1.5388 -1.0244 -0.7073
H -2.1183 0.5904 -0.1165
H 0.2271 1.4422 0.0715
H 2.1250 0.3161 -0.3880
H 1.1427 -1.3086 -0.3551
H 1.6081 -0.1253 1.0710
N 0.0134 0.4409 -0.0901
```

Properties
- E_LUMO (eV) = 1.211
- charge = 0
- HOMO-LUMO gap (eV) = 9.0

---

Arrangement x

The following is a DFT calculation (wB97M-V/def2-TZVPD) of 2 unconnected molecules or ions with the total composition C2H7N.

Geometry as XYZ:
```
10
Properties=species:S:1:pos:R:3
C 1.4296 -1.9771 -5.1220
H 0.8303 -1.4832 -4.3553
H 2.4814 -1.7373 -5.1976
H 1.3135 -3.0498 -4.9600
H 0.8260 -1.7060 -5.9852
C -0.4837 1.4056 3.6081
N -1.2337 1.0139 2.6655
H 0.5915 1.3388 3.4138
H -0.7331 1.6697 4.6443
H -2.0576 1.5976 2.5063
```

Properties
- E_LUMO (eV) = 0.999
- charge = 0
- HOMO-LUMO gap (eV) = 10.3

---

It is arrangement w that is the most stable of them.